(1)
127
Properties=species:S:1:pos:R:3:forces:R:3:mulliken_charge:R:1 method="wB97M-V/def2-TZVPD" homo_lumo_gap_ev="7.95 / 6.57" charge=0 spin_multiplicity=2 e_above_lowest_kj_mol=0.0 s_squared=0.75 homo_energy_ev="-7.9321 / -7.8611" lumo_ev="0.0 / -1.3"
Cu 0.078943 -0.393347 -0.061141 0.397 0.073 0.965 -1.947
C 3.651698 2.427124 -0.702504 0.595 -1.141 -0.679 -1.548
C 2.434990 1.644662 -1.160000 -2.099 0.283 -0.381 0.292
O 2.007885 0.662058 -0.285842 -0.633 -1.116 1.246 1.205
H 3.897350 3.257792 -1.364127 -0.213 0.140 0.001 0.412
H 4.457081 1.704761 -0.835331 0.542 0.159 0.398 0.363
H 3.632977 2.753075 0.337453 -0.287 -0.004 -0.021 0.058
H 2.484102 1.223773 -2.164263 1.160 -0.212 -0.491 0.196
H 1.618674 2.334823 -1.373063 -0.526 0.735 0.427 -0.602
C -1.539376 -3.516589 2.067884 0.086 1.189 -0.123 -0.899
C -2.321949 -2.758338 0.934512 0.976 -1.288 0.075 -0.653
O -1.740896 -1.649186 0.373537 0.544 1.545 -0.459 0.861
H -0.557314 -3.916237 1.814992 -0.156 -0.396 -0.886 -0.033
H -2.140955 -4.298109 2.532034 -0.021 0.017 -0.011 0.455
H -1.207103 -2.801449 2.820392 -0.586 0.288 0.421 0.047
H -3.353825 -2.611926 1.253712 -0.293 0.815 0.921 0.286
H -2.568412 -3.508756 0.183366 0.477 -0.679 -0.776 0.046
C -5.347768 -1.067513 -0.651939 -1.334 1.027 -0.669 -0.133
C -6.570487 -0.728541 -1.544933 0.197 0.196 1.310 -0.819
O -6.799665 0.688584 -1.714018 0.239 -1.053 -0.086 -0.551
O -4.151726 -0.739008 -1.300997 -0.176 -0.194 -0.520 -0.242
H -5.442688 -2.113016 -0.358675 0.255 -0.261 -0.054 0.313
H -5.422737 -0.439783 0.236001 -0.271 -0.082 0.378 0.217
H -7.430180 -1.091061 -0.981377 -0.175 0.122 -0.008 0.386
H -6.570313 -1.314979 -2.463733 0.287 0.339 -0.391 0.287
H -6.023578 1.064691 -2.135731 0.173 -0.022 -0.074 0.322
H -3.459717 -1.073255 -0.725662 1.244 -0.046 0.280 -0.226
C 3.305665 -5.118329 -0.321486 1.047 -0.443 -1.101 -0.285
C 3.091946 -4.832033 -1.797218 -0.296 -0.650 -0.358 -0.140
O 2.103423 -5.729566 -2.311375 0.039 0.513 -0.020 -0.568
O 2.127570 -4.804746 0.357704 -1.001 1.010 0.530 -0.527
H 4.153090 -4.530538 0.031317 0.105 -0.047 0.179 0.167
H 3.436903 -6.189040 -0.165120 0.668 -0.093 -0.266 0.380
H 3.942347 -4.986173 -2.461401 0.385 -0.161 0.575 0.462
H 2.826974 -3.784925 -1.943721 -0.210 0.174 0.160 -0.034
H 1.296124 -5.544358 -1.826023 -0.292 -0.205 0.040 0.369
H 2.329290 -4.881071 1.293162 -0.343 0.029 0.185 0.234
C 2.024503 3.041754 4.675388 1.809 1.486 0.547 -0.632
C 3.415374 2.957272 4.059133 0.349 -0.526 -0.177 -0.006
O 4.059096 1.721698 4.258321 -0.033 0.303 0.910 -0.573
O 1.161459 2.291427 3.909888 -1.636 -0.529 -1.530 -0.156
H 1.811179 4.110534 4.657392 -0.536 0.128 -0.129 0.504
H 1.912405 2.702259 5.705085 0.782 0.002 0.265 0.440
H 4.033058 3.803753 4.359175 0.108 -0.051 0.571 0.432
H 3.385605 3.035818 2.972366 -0.829 0.635 -0.254 -0.317
H 4.051138 1.290847 3.400468 0.398 -0.667 -0.152 0.491
H 0.282301 2.652138 4.046113 -0.358 -0.266 -0.162 -0.042
C -0.084421 1.745996 -6.357173 -1.183 -0.724 -2.464 -0.671
C 0.591255 1.532165 -5.057674 0.336 0.694 0.522 -0.190
O -0.175627 1.901825 -3.954975 -0.866 0.247 0.929 -0.343
O -0.672711 3.028048 -6.621205 1.064 0.613 1.487 -0.544
H -0.910910 1.060536 -6.544658 0.100 -0.608 0.495 0.299
H 0.685282 1.467458 -7.076956 0.080 0.270 -0.479 0.366
H 1.534438 2.076989 -5.016907 0.244 0.004 -0.147 0.286
H 0.793694 0.472521 -4.901895 0.200 -0.058 -0.504 0.175
H -0.578388 2.756165 -4.126670 -0.135 0.162 0.008 0.286
H -1.062981 3.130359 -7.492305 0.212 -0.579 -0.034 0.307
C 0.889436 -1.001888 4.383875 2.005 -0.335 -1.759 -0.680
C 1.442232 -1.118849 2.899896 -0.712 -0.942 2.503 -0.220
O 0.752391 -0.173674 2.169923 -0.238 0.600 -1.652 1.922
O 1.662779 -0.085194 5.123735 0.034 -0.772 0.597 -0.628
H 1.104669 -2.012989 4.729481 -0.758 0.145 0.982 0.513
H -0.139675 -0.650100 4.311280 -0.322 -0.689 0.226 0.145
H 1.241377 -2.117962 2.513218 -0.328 0.034 -0.248 0.060
H 2.525813 -1.013901 2.954096 0.085 0.454 -0.213 0.024
H 0.929498 0.659622 2.612478 -0.030 0.700 -0.363 -0.662
H 1.636731 0.765689 4.680000 -0.094 0.066 -0.049 0.367
C 4.551059 -1.833561 0.959467 1.170 -0.616 -0.302 0.091
C 5.260273 -0.617377 1.466881 0.373 1.561 0.106 -0.997
O 4.342809 0.379459 1.920579 0.273 -0.042 0.614 -0.458
O 3.923263 -1.565582 -0.248983 -0.277 0.040 -0.710 -0.446
H 3.802405 -2.263007 1.625189 0.403 -0.087 0.617 0.024
H 5.335388 -2.537661 0.681645 0.014 -0.501 0.481 0.408
H 5.887833 -0.181336 0.689622 -0.397 -0.083 -0.894 0.338
H 6.064408 -0.690551 2.199072 -0.687 -0.771 0.838 0.474
H 3.712064 0.639185 1.245077 -0.359 -0.132 -0.715 -0.089
H 3.204074 -0.967250 -0.033643 -0.880 0.729 -0.672 -0.075
C 1.608143 5.463947 0.198711 -0.571 0.893 -0.310 -0.520
C 1.042308 5.120625 1.625423 0.027 0.509 -2.344 0.419
O 1.662518 5.894421 2.598775 0.303 -0.072 0.589 -0.564
O 1.566938 6.912063 -0.111942 -0.269 -1.358 0.887 -0.585
H 1.028097 4.947573 -0.566146 -0.357 -0.166 0.087 0.124
H 2.612838 5.074559 0.034175 0.306 0.125 0.500 0.491
H 1.170306 4.042988 1.727454 0.213 -0.260 0.260 -0.286
H -0.032098 5.302559 1.650906 0.025 0.196 0.039 0.193
H 2.580352 5.949614 2.322862 0.245 0.241 0.292 0.379
H 2.246939 7.131662 -0.753009 0.074 -0.244 0.000 0.324
C -3.913454 0.958178 4.712699 0.965 -1.319 0.487 -0.471
C -3.214266 0.689637 3.378626 -0.672 0.839 0.419 0.449
O -2.630169 1.928314 3.076626 1.799 1.324 -0.971 -0.396
O -3.020217 1.297146 5.809119 -0.656 -0.653 -0.818 -0.512
H -4.347176 -0.006861 4.974781 -0.525 0.304 0.514 0.346
H -4.647201 1.754868 4.590233 -0.251 -0.147 -0.049 0.278
H -3.905287 0.517946 2.553338 -0.437 -0.762 0.304 -0.074
H -2.457210 -0.094528 3.371483 0.026 0.129 0.240 -0.104
H -3.336246 2.506088 2.777917 0.031 0.220 0.006 0.245
H -2.435900 2.016887 5.559842 -0.086 0.116 -0.358 0.293
C 0.352342 -2.598808 -1.840830 -0.070 -1.056 -0.828 -0.382
C 0.421845 -1.514559 -2.914780 -0.426 1.291 0.781 -0.963
O -0.163331 -0.313600 -2.367542 0.127 -0.728 1.212 0.691
O 1.021651 -2.282723 -0.590680 -0.909 0.941 -1.880 1.199
H 0.779830 -3.473123 -2.331665 0.579 -0.086 0.182 0.374
H -0.666025 -2.950597 -1.675689 -0.254 0.690 0.444 -0.376
H -0.165197 -1.687125 -3.816837 0.053 -1.064 0.073 0.686
H 1.448697 -1.311577 -3.218884 0.248 -0.049 0.184 0.515
H -0.337245 0.366743 -3.022136 0.093 0.473 -0.165 -0.346
H 1.433544 -3.083606 -0.258221 0.237 -0.457 0.519 -0.484
C -1.637170 3.190301 -1.206469 -0.065 -0.613 1.424 -0.002
C -2.049360 1.824985 -0.648963 0.147 -0.300 0.501 -0.339
O -1.244599 1.335480 0.447822 0.374 0.417 -1.157 1.090
O -1.758280 4.171636 -0.178451 -0.267 -0.027 0.308 -0.589
H -2.357819 3.454864 -1.980271 0.445 -0.208 -0.632 0.523
H -0.572514 3.147142 -1.436132 -0.065 -0.130 -0.908 -0.273
H -1.961917 1.040428 -1.400587 -0.259 0.269 -0.194 -0.028
H -3.067198 1.836835 -0.259148 -0.256 0.168 -0.393 0.297
H -1.489427 1.855484 1.216756 0.156 -0.152 0.680 -0.292
H -1.524828 5.009496 -0.584765 0.010 0.215 0.190 0.346
C -3.337992 -4.688717 -3.337792 0.382 -0.675 0.595 -0.768
C -3.413364 -3.187097 -3.376784 -0.281 -0.104 -0.137 1.321
O -3.573884 -2.767499 -4.727258 0.287 0.011 -0.167 -0.650
O -2.219112 -5.244217 -3.990719 0.523 -0.059 -1.231 -0.526
H -4.249965 -5.128464 -3.741544 -0.206 0.051 0.164 0.451
H -3.112961 -5.087349 -2.348566 -1.062 0.644 0.656 0.235
H -2.524485 -2.743312 -2.928408 0.072 0.050 0.081 -0.619
H -4.295439 -2.849643 -2.832564 0.100 -0.094 0.449 -0.127
H -3.396267 -1.824098 -4.733953 -0.103 0.072 -0.157 0.330
H -2.531663 -5.637071 -4.809001 0.311 0.138 -0.170 0.310


(2)
116
Properties=species:S:1:pos:R:3:forces:R:3:mulliken_charge:R:1 method="wB97M-V/def2-TZVPD" homo_lumo_gap_ev=8.69 charge=0 e_above_lowest_kj_mol=642.2 homo_energy_ev=-8.5981 lumo_ev=0.1 smiles="NC(N)=O.CC(C)O.CC(C)O.CC(C)O.CC(C)O.CC(C)O.CC(C)O.CC(C)O.CO.CO.CO.CO"
C -0.641948 2.198466 4.340517 0.624 -0.417 0.135 -0.407
O -0.825948 0.801466 4.092517 0.461 0.455 0.361 -0.112
H 0.425052 2.460466 4.272517 -0.245 -0.033 -0.030 0.177
H -0.994948 2.476466 5.332517 -0.146 0.049 0.053 0.417
H -1.160948 2.765466 3.578517 -0.207 -0.028 -0.093 -0.214
H -0.142948 0.314466 4.604517 -0.748 0.304 -0.149 0.028
C -2.276948 4.380466 -0.236483 0.519 0.429 -0.584 -1.056
O -1.870948 3.073466 -0.560483 2.444 1.726 -0.806 -0.178
H -2.715948 4.474466 0.740517 -0.574 -0.097 0.378 0.335
H -2.875948 4.799466 -1.027483 -0.888 0.054 -0.135 0.299
H -1.430948 5.048466 -0.221483 0.663 -0.021 0.115 0.376
H -2.493948 2.473466 -0.250483 -2.023 -1.752 0.759 -0.010
C 0.182052 4.997466 1.996517 -1.075 0.263 -1.102 -0.124
O -0.714948 6.114466 2.150517 -0.207 -0.456 0.391 -0.541
H 0.861052 4.934466 2.842517 0.209 -0.218 -0.152 0.376
H 0.666052 5.124466 1.015517 0.392 0.170 0.659 0.250
H -0.417948 4.090466 1.834517 0.338 -0.117 0.486 -0.251
H -1.436948 5.812466 2.727517 0.421 0.355 -0.263 0.310
C -3.169948 1.639466 1.828517 4.401 -0.873 1.931 -0.910
O -3.716948 1.455466 0.621517 -2.495 0.257 -1.876 -0.344
H -2.309948 0.956466 1.963517 0.098 0.524 -0.407 0.086
H -3.717948 1.316466 2.621517 -2.418 -0.858 2.225 0.718
H -2.844948 2.628466 2.080517 0.280 0.979 -0.257 0.201
H -4.620948 1.748466 0.812517 -0.114 -0.238 -1.222 0.306
C 2.907052 -3.779534 -3.331483 9.063 -2.025 0.825 0.256
O 4.265052 -4.125534 -3.100483 -6.799 0.932 -0.883 -0.779
N 2.566052 -2.556534 -3.218483 -0.036 4.181 1.031 -0.032
N 1.970052 -4.510534 -3.816483 -3.699 -5.092 -1.884 -0.220
H 3.265052 -1.904534 -2.943483 0.381 0.242 0.154 0.249
H 1.666052 -2.208534 -3.458483 -0.482 -0.082 0.214 -0.082
H 2.050052 -5.524534 -4.002483 0.649 1.241 0.463 0.251
H 0.993052 -4.215534 -3.986483 1.203 0.425 0.500 0.163
C -2.486948 -3.468534 4.307517 0.145 -0.286 -0.488 -1.723
C -1.890948 -2.106534 4.096517 5.839 -5.562 -1.315 1.072
C -1.392948 -1.956534 2.674517 0.694 -0.096 0.311 -0.125
O -2.642948 -1.152534 4.363517 -7.028 6.028 2.188 -0.670
H -2.836948 -3.515534 5.337517 -0.603 -0.231 -0.211 0.458
H -1.698948 -4.217534 4.196517 0.007 0.020 0.030 0.315
H -3.204948 -3.665534 3.502517 -0.456 -0.139 0.589 0.380
H -1.088948 -2.083534 4.820517 1.273 -0.287 0.117 -0.110
H -2.329948 -1.933534 2.147517 -0.142 -0.473 -0.964 0.648
H -0.689948 -2.745534 2.460517 -0.107 -0.590 -0.726 0.154
H -0.869948 -1.026534 2.428517 -0.180 0.069 0.505 -0.678
H -2.138948 -0.356534 4.234517 0.108 1.209 0.105 0.496
C 1.841052 -2.604534 4.945517 2.473 -0.649 0.479 -1.512
C 1.819052 -1.133534 5.331517 5.084 -2.035 -3.312 1.005
C 1.966052 -0.208534 4.155517 0.879 -0.221 -0.311 -1.369
O 0.721052 -0.933534 5.931517 -7.410 3.474 2.562 -0.681
H 2.666052 -2.932534 4.339517 0.729 0.325 -0.533 0.368
H 1.010052 -2.858534 4.365517 -1.663 -0.216 -0.692 0.297
H 1.949052 -3.318534 5.777517 -0.524 0.526 0.265 0.400
H 2.570052 -0.803534 5.991517 2.115 -0.355 0.863 0.316
H 2.931052 -0.387534 3.697517 0.254 -0.197 -0.197 0.597
H 2.037052 0.822466 4.496517 -0.507 0.204 -0.089 0.362
H 1.218052 -0.394534 3.401517 -0.314 0.224 -0.241 -0.071
H 0.503052 -1.591534 6.552517 -0.419 -1.168 1.108 0.385
C 3.765052 -2.645534 0.091517 1.430 0.487 -0.008 -1.703
C 2.627052 -3.006534 0.964517 -3.313 3.497 -3.923 1.431
C 1.447052 -3.513534 0.133517 -1.369 0.768 -0.218 -0.435
O 2.862052 -4.013534 1.728517 2.406 -4.224 5.003 -0.492
H 3.543052 -1.884534 -0.626483 -0.235 0.261 -0.520 0.030
H 4.299052 -3.458534 -0.374483 -0.602 -0.800 -0.739 0.463
H 4.575052 -2.279534 0.681517 0.562 0.821 0.875 0.490
H 2.295052 -2.092534 1.503517 0.212 -0.530 0.251 -0.553
H 1.780052 -4.305534 -0.541483 -0.135 -0.170 0.188 0.401
H 0.994052 -2.755534 -0.461483 -0.058 0.834 -1.008 -0.395
H 0.568052 -3.800534 0.758517 0.995 -0.368 -0.096 0.278
H 3.301052 -4.654534 1.168517 0.192 -0.614 0.246 0.475
C -1.619948 -1.547534 -0.554483 -0.547 0.231 1.179 1.116
C -2.774948 -1.392534 -1.498483 -0.949 6.173 3.892 -0.488
C -2.692948 0.020466 -2.127483 -0.870 1.490 1.054 0.690
O -2.795948 -2.114534 -2.540483 0.600 -6.717 -5.591 -0.497
H -1.641948 -2.480534 0.001517 0.004 -0.063 0.052 0.636
H -1.741948 -0.691534 0.147517 0.179 -0.787 -0.169 -0.574
H -0.635948 -1.431534 -0.972483 0.366 0.050 -0.626 -0.838
H -3.763948 -1.472534 -0.972483 0.807 0.190 0.384 0.314
H -3.691948 0.280466 -2.521483 0.326 -0.174 -0.285 0.603
H -1.937948 0.138466 -2.926483 -0.323 -0.355 0.466 -0.063
H -2.536948 0.785466 -1.377483 0.280 0.196 -0.009 -1.037
H -3.436948 -1.801534 -3.172483 -0.256 0.026 -0.319 0.450
C 2.069052 0.504466 -0.966483 0.673 0.501 0.237 -1.057
C 0.886052 1.327466 -0.457483 -1.336 -4.559 1.598 2.158
C 0.614052 1.084466 1.013517 -0.115 -0.630 1.814 0.696
O 1.035052 2.612466 -0.604483 2.291 4.960 -1.329 -0.764
H 2.410052 1.061466 -1.858483 0.336 -0.568 0.295 0.306
H 1.773052 -0.512534 -1.245483 -0.082 0.196 0.000 -0.273
H 2.898052 0.387466 -0.192483 -0.972 0.492 -0.999 0.402
H -0.061948 1.039466 -0.963483 0.451 -0.493 -0.194 -0.502
H 0.642052 0.030466 1.336517 -0.447 0.078 -0.507 -0.949
H -0.382948 1.520466 1.235517 0.595 -0.325 0.184 -0.762
H 1.359052 1.519466 1.738517 -0.451 0.173 -1.096 0.457
H 0.199052 3.059466 -0.565483 -0.888 0.202 0.019 0.091
C 1.260052 4.809466 -4.576483 -0.522 0.965 0.018 -1.494
C 0.126052 3.813466 -4.859483 5.703 -2.937 3.812 0.564
C -0.369948 3.243466 -3.572483 1.332 -2.510 0.423 -1.193
O -0.879948 4.153466 -5.550483 -5.113 2.464 -5.435 -0.537
H 1.395052 5.346466 -5.532483 0.403 0.155 0.635 0.402
H 2.185052 4.332466 -4.232483 -0.220 -0.195 -0.461 0.335
H 1.009052 5.483466 -3.727483 -0.108 0.031 -0.738 0.300
H 0.675052 3.033466 -5.459483 -0.642 0.153 0.530 0.183
H -0.815948 3.900466 -2.901483 -0.697 1.805 0.991 0.953
H 0.402052 2.725466 -3.017483 0.535 0.184 0.265 -0.029
H -1.085948 2.455466 -3.692483 -0.745 -0.398 -0.610 0.233
H -1.429948 4.860466 -5.226483 -0.007 0.366 0.526 0.366
C 0.461052 -0.144534 -4.003483 1.111 2.206 -1.907 0.213
C -0.234948 -1.376534 -4.476483 -0.852 4.244 -6.596 0.234
C 0.454052 -1.926534 -5.763483 -0.793 0.605 0.418 -1.623
O -0.320948 -2.240534 -3.562483 0.305 -5.985 6.322 -0.688
H 1.559052 -0.210534 -4.156483 -0.459 -0.176 0.385 0.731
H 0.252052 0.110466 -2.998483 -0.189 0.004 1.182 -1.010
H 0.212052 0.777466 -4.579483 -0.088 -0.721 0.121 0.281
H -1.298948 -1.229534 -4.725483 0.039 1.260 -0.932 0.465
H 0.085052 -2.913534 -5.979483 0.009 -0.586 0.021 0.381
H 1.511052 -1.907534 -5.615483 0.866 -0.407 0.030 0.405
H 0.275052 -1.342534 -6.666483 -0.239 0.332 0.248 0.391
H -1.044948 -1.957534 -2.964483 0.373 -0.962 -0.228 0.186